Entry 1:
An isolated ion of composition C37H35O3Si and charge +1. Source: the OMol25 dataset; level of theory: wB97M-V/def2-TZVPD.

- E_LUMO (eV) = -4.36
- frontier orbital gap (hartree) = 0.2177
- highest occupied orbital energy (eV) = -10.28

```
! wB97M-V def2-TZVPD RIJCOSX def2/J DEFGRID3
* xyz 1 1
C -2.2864 1.4364 -0.0730
C -1.0401 0.7665 0.2844
C -1.0605 -0.2306 1.3958
O 0.0279 0.9787 -0.4394
Si 0.1197 1.4814 -2.1390
C -1.2255 0.8290 -3.2547
C -2.0716 1.6740 -3.9983
C -3.0016 1.1439 -4.9063
C -3.0754 -0.2394 -5.1126
C -2.1995 -1.0839 -4.4184
C -1.2855 -0.5530 -3.4975
C 0.2877 3.3120 -2.5366
C 0.9931 3.6999 -3.6965
C 1.0153 5.0357 -4.1277
C 0.3318 6.0158 -3.3940
C -0.3437 5.6484 -2.2229
C -0.3505 4.3126 -1.7902
C 1.6871 0.6713 -2.7185
C 1.8685 0.2036 -4.0335
C 3.0854 -0.3754 -4.4253
C 4.1276 -0.5013 -3.4991
C 3.9481 -0.0461 -2.1854
C 2.7457 0.5625 -1.8107
H -3.0041 1.2777 0.7423
H -2.1692 2.5282 -0.2174
H -2.7300 0.9646 -0.9687
H -1.2627 -1.2238 0.9242
H -2.0038 -0.0365 1.9300
H -1.9784 2.7585 -3.8986
H -3.6511 1.8207 -5.4707
H -3.7944 -0.6558 -5.8248
H -2.2040 -2.1608 -4.6075
H -0.5814 -1.2213 -2.9923
H 1.5221 2.9483 -4.2872
H 1.5548 5.3105 -5.0400
H 0.3253 7.0563 -3.7348
H -0.8804 6.4051 -1.6427
H -0.8700 4.0507 -0.8670
H 1.0614 0.2844 -4.7665
H 3.2114 -0.7217 -5.4550
H 5.0806 -0.9480 -3.7955
H 4.7421 -0.1541 -1.4418
H 2.6447 0.9599 -0.7986
C 0.7153 -5.6928 -0.6723
O 1.6893 -4.6126 -0.6264
C 1.6802 -3.7507 0.4280
C 2.3076 -2.4969 0.2336
C 1.8499 -1.4145 0.9597
C 0.9072 -1.6122 1.9765
C 0.0653 -0.3911 2.3989
C -0.5557 -0.5907 3.7879
C -0.1592 0.2155 4.8537
C -0.6507 -0.0647 6.1253
C -1.5627 -1.1282 6.3124
O -1.8456 -1.4013 7.6132
C -1.0906 -0.4166 8.4279
C -0.3142 0.4998 7.4651
C -2.0740 -1.8609 5.2372
C -1.5927 -1.5296 3.9781
C 0.6225 -2.9181 2.4081
C 0.9693 -4.0071 1.6197
H 0.8211 -6.0986 -1.6818
H 0.9574 -6.4715 0.0697
H -0.3057 -5.3096 -0.5130
H 3.0451 -2.3884 -0.5505
H 2.2293 -0.4232 0.7441
H 0.6950 0.5121 2.4257
H 0.5416 1.0401 4.7205
H -1.8420 0.1248 9.0195
H -0.4213 -0.9804 9.0937
H 0.7654 0.4706 7.6616
H -0.6429 1.5395 7.5894
H -2.7958 -2.6499 5.4227
H -2.0023 -2.0223 3.0970
H 0.0769 -3.1478 3.3223
H 0.6064 -5.0076 1.8640
*
```

Mulliken atomic charge list, values in e, 2 entries: atom 1 (C): -1.13, atom 2 (C): 0.74

Entry 2:
C5H7NO2 as an isolated structure. Source: the OMol25 dataset; level of theory: wB97M-V/def2-TZVPD.

- E_LUMO (eV) = 0.79
- frontier orbital gap (hartree) = 0.3895
- highest occupied orbital energy (eV) = -9.81

```
! wB97M-V def2-TZVPD RIJCOSX def2/J DEFGRID3
* xyz 0 1
C 0.7406 0.1054 -1.0774
C 0.5019 -1.5220 0.4393
C -0.5961 -0.4116 0.6190
C -1.2607 1.3872 0.7513
C 0.0707 0.7737 0.2013
H 0.0891 -2.5663 0.3997
H 1.1176 -1.4333 1.2541
H -1.4620 -0.6169 -0.0145
H -2.1422 0.3422 2.0640
H -1.0813 2.4318 1.1171
H -2.1852 1.2095 0.1705
H 0.8485 1.1726 0.8181
N -1.1650 0.3676 1.7901
O 0.8625 0.5214 -2.2110
O 1.1666 -1.1601 -0.7816
*
```

Mulliken atomic charge list, values in e, 2 entries: atom 1 (C): 0.31, atom 2 (C): -0.62

Entry 3:
A 2-piece molecular cluster, C2H9N2S overall. Source: the OMol25 dataset; level of theory: wB97M-V/def2-TZVPD.

- E_LUMO (eV) = -3.55
- frontier orbital gap (hartree) = 0.3453
- highest occupied orbital energy (eV) = -12.95

```
! wB97M-V def2-TZVPD RIJCOSX def2/J DEFGRID3
* xyz 1 1
C -0.2757 -0.0838 1.1423
C 0.1393 0.6722 0.1216
N 0.0928 2.1491 0.2670
N -0.3351 -1.4273 1.1816
H -0.6320 0.4258 2.0309
H 0.5383 0.3332 -0.8207
H -0.7451 2.5641 -0.1499
H 0.1290 2.4330 1.2476
H 0.9012 2.5695 -0.1957
H 0.1540 -1.9889 0.5058
H -0.5219 -1.8740 2.0644
S 0.2766 -1.5529 -2.9491
H -0.8183 -2.0137 -2.3297
H 1.0970 -2.2061 -2.1159
*
```

Mulliken atomic charge list, values in e, 2 entries: atom 1 (C): -0.07, atom 2 (C): -0.19

Entry 4:
A 3-piece molecular cluster, C5H9NO overall. Source: the OMol25 dataset; level of theory: wB97M-V/def2-TZVPD.

- E_LUMO (spin up / spin down) (eV) = 0.87 / 0.84
- frontier orbital gap (spin up / spin down) (hartree) = 0.2811 / 0.2557
- highest occupied orbital energy (spin up / spin down) (eV) = -6.78 / -6.12

```
! wB97M-V def2-TZVPD RIJCOSX def2/J DEFGRID3
* xyz 0 1
C -1.4869 1.3555 1.2587
C 1.2298 -0.2409 0.8317
C -0.0100 -0.2274 0.0908
C 0.4304 -1.6222 -1.8199
C -1.0619 -0.0010 -0.4956
O -0.5908 2.3983 1.3793
N 1.6612 -1.8658 -1.7513
H -0.7593 3.0684 0.7051
H 2.0601 -2.4258 -2.5205
H -2.4784 1.6147 0.8892
H -1.4974 0.7494 2.1574
H -0.2097 -1.9651 -2.6614
H -1.9557 -0.0788 -1.0696
H 1.9920 -0.6796 0.1713
H 1.1458 -0.8528 1.7322
H 1.5310 0.7731 1.1026
*
```

Mulliken atomic charge list, values in e, 2 entries: atom 1 (C): -0.72, atom 2 (C): -1.10

Entry 5:
An isolated molecule of C3H4N2O. Source: the OMol25 dataset; level of theory: wB97M-V/def2-TZVPD.

- E_LUMO (eV) = 0.76
- frontier orbital gap (hartree) = 0.4281
- structure (SMILES) = N#C[C@@]1(N)CO1
- highest occupied orbital energy (eV) = -10.89

```
! wB97M-V def2-TZVPD RIJCOSX def2/J DEFGRID3
* xyz 0 1
N -2.9295 -0.6186 -1.6482
C -2.1101 -0.3049 -0.9171
C -0.8423 0.0614 -0.2352
N -0.4573 -0.7778 0.9075
C 0.2458 0.6521 -0.9769
O -0.5035 1.3745 -0.1152
H -1.0609 -0.5158 1.6562
H -0.8558 -1.7520 0.7960
H 1.2310 0.3133 -0.6597
H 0.0567 0.8824 -2.0198
*
```

Mulliken atomic charge list, values in e, 2 entries: atom 1 (N): -0.36, atom 2 (C): -0.09

Entry 6:
An isolated molecule of C5H11N. Source: the OMol25 dataset; level of theory: wB97M-V/def2-TZVPD.

- E_LUMO (eV) = 1.07
- frontier orbital gap (hartree) = 0.3771
- structure (SMILES) = C=C(C)[C@@H](C)N
- highest occupied orbital energy (eV) = -9.19

```
! wB97M-V def2-TZVPD RIJCOSX def2/J DEFGRID3
* xyz 0 1
C -0.6897 0.8536 1.4317
C -0.3491 0.6876 0.1565
C -0.3217 1.8241 -0.8308
C 0.0428 -0.6693 -0.4099
C 1.5650 -0.7686 -0.5674
N -0.3975 -1.7484 0.4688
H -0.6867 0.0142 2.1262
H -0.9568 1.8355 1.8222
H -0.6262 2.7694 -0.3618
H 0.6804 1.9565 -1.2515
H -0.9978 1.6242 -1.6712
H -0.4053 -0.7384 -1.4233
H 1.8478 -1.7103 -1.0635
H 2.0433 -0.7399 0.4194
H 1.9599 0.0524 -1.1725
H -0.1465 -2.6511 0.0646
H -1.4123 -1.7377 0.5498
*
```

Mulliken atomic charge list, values in e, 2 entries: atom 1 (C): -1.05, atom 2 (C): 0.60

Entry 7:
C13H16Br3F9O6 as an isolated structure. Source: the OMol25 dataset; level of theory: wB97M-V/def2-TZVPD.

- E_LUMO (spin up / spin down) (eV) = 2.47 / 2.46
- frontier orbital gap (spin up / spin down) (hartree) = 0.1354 / 0.2958
- ⟨S²⟩ = 0.755
- highest occupied orbital energy (spin up / spin down) (eV) = -1.22 / -5.59

```
! wB97M-V def2-TZVPD RIJCOSX def2/J DEFGRID3
* xyz -1 2
C -13.0883 -22.1912 19.9776
Br -11.9838 -21.0978 18.7066
Br -12.0437 -22.8279 21.5901
Br -13.7035 -23.8223 18.9968
H -13.9623 -21.6693 20.3672
C -20.0949 -21.7988 17.9576
C -18.7946 -21.0612 18.3405
O -17.8345 -21.4320 17.4360
C -16.5059 -21.1231 17.6041
O -15.9966 -20.8632 18.6800
C -15.6658 -21.4115 16.2834
F -14.9150 -22.5397 16.3811
F -16.5177 -21.4814 15.2474
F -14.7901 -20.3970 16.1619
H -20.3165 -21.5986 16.9093
H -20.8134 -21.3403 18.6370
H -20.1260 -22.8672 18.1713
H -18.4037 -21.3023 19.3290
H -18.9510 -19.9845 18.2750
C -14.1452 -23.8823 24.1627
C -14.4439 -24.4864 25.4789
O -15.0217 -23.6175 26.4945
C -16.3618 -23.4938 26.6564
O -17.1854 -23.9243 25.8459
C -16.6698 -22.6941 27.9140
F -17.4361 -23.4227 28.7664
F -15.4916 -22.3528 28.4604
F -17.3226 -21.5987 27.5412
H -15.0637 -23.6876 23.6091
H -13.3592 -24.3882 23.6021
H -13.7113 -22.9374 24.4899
H -13.4736 -24.8597 25.8065
H -15.0273 -25.3928 25.3168
C -10.3804 -18.2558 16.4036
C -11.2736 -16.9547 16.5109
O -11.4218 -16.2192 15.3387
C -10.4495 -15.4517 14.9097
O -9.4019 -15.1174 15.5445
C -10.8264 -14.9108 13.4964
F -10.2884 -13.7118 13.2509
F -10.3393 -15.7874 12.6255
F -12.1455 -14.8081 13.3445
H -10.5417 -18.6388 15.3959
H -10.5932 -19.0882 17.0744
H -9.3397 -17.9330 16.4312
H -11.0229 -16.4010 17.4158
H -12.2601 -17.2650 16.8551
*
```

Mulliken atomic charge list, values in e, 2 entries: atom 1 (C): -0.10, atom 2 (Br): -0.34

Entry 8:
An isolated molecule of C4H7NO. Source: the OMol25 dataset; level of theory: wB97M-V/def2-TZVPD.

- E_LUMO (eV) = 0.63
- frontier orbital gap (hartree) = 0.3455
- highest occupied orbital energy (eV) = -8.77

```
! wB97M-V def2-TZVPD RIJCOSX def2/J DEFGRID3
* xyz 0 1
C 2.0718 -0.1734 0.1411
C 0.5998 -0.0546 -0.0672
N -0.0442 1.0125 -0.2504
C -1.4491 0.9331 -0.5102
C -1.3542 -1.3888 0.1002
O -0.0437 -1.2753 -0.1934
H 2.2770 -0.6307 1.1128
H 2.5394 0.8100 0.0923
H 2.5030 -0.8232 -0.6262
H -2.0178 1.4109 0.2902
H -1.6869 1.4095 -1.4623
H -1.8665 -0.1411 -0.6590
H -1.5172 -0.8853 1.0845
*
```

Mulliken atomic charge list, values in e, 2 entries: atom 1 (C): -1.00, atom 2 (C): 0.78

| no. | F_max (hartree/bohr) |
| --- | --- |
| 1 | 0.049 |
| 2 | 0.086 |
| 3 | 0.007 |
| 4 | 0.042 |
| 5 | 0.068 |
| 6 | 0.009 |
| 7 | 0.099 |
| 8 | 0.009 |